Record 1
C22H31F5N3O3OsS3Si as an isolated structure, computed with the ωB97M-V functional and the def2-TZVPD basis.

CARTESIAN COORDINATES (ANGSTROEM)
Os: 0.45 -0.61 -2.57
N: 0.48 -3.33 -3.68
C: -0.22 -4.33 -4.23
C: -1.56 -3.98 -4.18
C: -1.59 -2.73 -3.57
N: -0.35 -2.35 -3.26
H: 1.47 -3.27 -3.51
H: 0.28 -5.21 -4.60
H: -2.39 -4.56 -4.53
H: -2.43 -2.10 -3.33
F: -1.77 6.27 -2.73
C: -1.66 4.95 -2.81
C: -2.57 4.22 -3.56
F: -3.55 4.84 -4.20
C: -2.44 2.84 -3.63
F: -3.33 2.15 -4.35
C: -1.42 2.16 -2.97
S: -1.42 0.41 -3.14
C: -0.53 2.92 -2.23
F: 0.46 2.33 -1.55
C: -0.64 4.30 -2.14
F: 0.23 4.99 -1.41
S: 1.89 0.67 -3.66
C: 3.22 -0.38 -3.65
N: 4.12 -1.10 -3.63
C: 2.32 -3.07 3.55
C: 0.99 -2.50 3.09
C: 0.27 -3.47 2.16
C: 0.12 -2.11 4.27
O: 1.33 -1.28 2.37
Si: 0.52 -0.30 1.39
S: 1.05 -1.27 -0.60
O: 1.07 1.19 1.37
C: 2.38 1.83 1.49
C: 3.48 0.79 1.53
C: 2.33 2.63 2.78
C: 2.53 2.74 0.28
O: -1.06 -0.46 1.57
C: -2.32 0.13 1.17
C: -3.00 -0.87 0.25
C: -2.08 1.45 0.47
C: -3.11 0.32 2.45
H: 2.16 -3.97 4.15
H: 2.86 -2.34 4.15
H: 2.94 -3.34 2.69
H: 0.02 -4.38 2.71
H: 0.91 -3.74 1.32
H: -0.65 -3.03 1.78
H: -0.07 -2.98 4.90
H: -0.84 -1.72 3.93
H: 0.62 -1.36 4.88
H: 3.37 0.12 2.38
H: 4.45 1.28 1.60
H: 3.49 0.19 0.61
H: 2.25 1.97 3.64
H: 1.47 3.31 2.78
H: 3.24 3.22 2.89
H: 2.51 2.15 -0.63
H: 3.48 3.26 0.33
H: 1.73 3.47 0.25
H: -2.43 -0.99 -0.67
H: -4.00 -0.53 0.00
H: -3.07 -1.84 0.74
H: -1.46 1.30 -0.42
H: -1.58 2.16 1.12
H: -3.03 1.88 0.15
H: -3.21 -0.63 2.98
H: -4.11 0.70 2.23
H: -2.61 1.03 3.11

Computed properties:
HOMO	-11.499	eV
E_LUMO	-0.188	hartree
net charge	+1


Record 2
One molecule with the formula C22H31N3O5, computed with the ωB97M-V functional and the def2-TZVPD basis.

CARTESIAN COORDINATES (ANGSTROEM)
C: -3.43 -3.14 -1.58
C: -4.47 -2.88 -0.49
C: -5.41 -4.08 -0.39
C: -3.82 -2.61 0.87
C: -3.42 -1.16 1.13
N: -2.37 -0.67 0.24
C: -2.79 0.26 -0.79
C: -2.93 1.66 -0.15
O: -3.96 2.02 0.39
N: -1.81 2.38 -0.23
C: -1.61 3.65 0.43
C: -0.93 4.64 -0.52
C: 0.54 4.22 -0.51
C: 0.78 3.53 0.85
C: -0.58 3.52 1.56
C: -1.11 -0.98 0.56
O: -0.85 -1.74 1.50
C: 0.08 -0.41 -0.22
O: 0.01 0.42 -1.12
N: 1.21 -0.95 0.27
C: 2.54 -0.69 -0.04
C: 2.92 0.22 -1.03
C: 4.26 0.42 -1.30
C: 5.24 -0.26 -0.59
C: 4.86 -1.15 0.42
C: 3.52 -1.36 0.68
O: 5.78 -1.82 1.19
C: 7.09 -1.29 1.08
C: 7.42 -1.02 -0.39
O: 6.55 -0.05 -0.92
H: -2.87 -4.05 -1.35
H: -3.92 -3.27 -2.55
H: -2.73 -2.32 -1.67
H: -5.08 -2.01 -0.77
H: -4.86 -4.96 -0.07
H: -5.86 -4.30 -1.36
H: -6.21 -3.89 0.32
H: -4.52 -2.88 1.66
H: -2.94 -3.24 0.98
H: -3.04 -1.09 2.15
H: -4.28 -0.49 1.02
H: -2.07 0.28 -1.61
H: -3.77 -0.05 -1.16
H: -1.00 1.97 -0.67
H: -2.59 3.99 0.78
H: -1.37 4.61 -1.52
H: -1.05 5.65 -0.13
H: 1.20 5.09 -0.64
H: 0.75 3.53 -1.33
H: 1.53 4.05 1.44
H: 1.14 2.51 0.69
H: -0.74 2.61 2.14
H: -0.67 4.38 2.22
H: 1.02 -1.60 1.03
H: 2.17 0.75 -1.59
H: 4.57 1.11 -2.07
H: 3.25 -2.06 1.46
H: 7.76 -2.03 1.51
H: 7.16 -0.35 1.64
H: 8.43 -0.63 -0.50
H: 7.33 -1.96 -0.96

Computed properties:
HOMO	-8.209	eV
E_LUMO	0.012	hartree
net charge	0
SMILES string	CC(C)CCN(CC(=O)NC1CCCC1)C(=O)C(=O)Nc1ccc2c(c1)OCCO2